Density functional theory data (ωB97M-V with the def2-TZVPD basis set) for a 2-piece molecular cluster, C7H11NO overall at a distorted geometry.

Positions of all 20 atoms, in Å:
1 O -2.732 -1.684 0.410
2 N 1.504 -2.750 -0.723
3 C -1.553 -1.555 0.385
4 C 1.203 0.200 1.097
5 C 0.941 1.143 -1.118
6 C 0.578 -2.061 -0.827
7 C -0.654 -1.435 -0.770
8 C 0.174 0.662 0.041
9 C -1.030 1.308 0.473
10 H -1.496 0.901 1.376
11 H 0.831 -0.353 1.842
12 H 1.702 0.404 -1.585
13 H -1.207 -1.222 -1.648
14 H 1.567 1.161 1.686
15 H -1.752 1.126 -0.339
16 H 1.476 2.079 -0.769
17 H -1.084 -1.478 1.373
18 H 2.171 -0.259 0.704
19 H -0.939 2.412 0.425
20 H 0.301 1.402 -2.032

Properties
Calculated total energy: -403.191261 Eh
Multiplicity: 1
Energy above the lowest of the compared OMol25 structures with the same formula, charge and spin: 89.5 kcal per mole